No. 1
Entry from the Open Molecules 2025 dataset: an isolated molecule of C4H9ClO2 at a distorted geometry (wB97M-V/def2-TZVPD).

Results
- Highest occupied orbital energy: -10.1527 eV
- DFT total energy: -20909.4885 eV
- Frontier orbital gap: 10.952 eV
- Energy relative to the best compared isomer or geometry (same formula, charge and spin): 39.09 kcal per mole
- SMILES: CO[C@@H](C)[C@@H](O)Cl

Structure (ORCA input):
```
! wB97M-V def2-TZVPD RIJCOSX def2/J DEFGRID3
* xyz 0 1
C -0.99 1.79 0.60
O -0.68 0.99 -0.57
C 0.03 -0.35 -0.12
C 0.40 -1.18 -1.35
C 1.34 -0.03 0.63
O 2.06 -1.19 0.91
Cl 2.45 1.12 -0.24
H -1.69 1.15 1.30
H -1.37 2.80 0.27
H -0.20 2.21 1.37
H -0.67 -0.87 0.57
H -0.51 -1.57 -1.79
H 0.90 -2.03 -0.98
H 1.03 -0.55 -2.01
H 1.31 0.51 1.53
H 2.23 -1.44 0.06
*
```

No. 2
Entry from the Open Molecules 2025 dataset: a structure of composition C5H6O2 at a distorted geometry (wB97M-V/def2-TZVPD).

Results
- Highest occupied orbital energy (alpha / beta): -9.2916 / -9.2902 eV
- DFT total energy: -9371.3224 eV
- Frontier orbital gap (alpha / beta): 8.846 / 8.844 eV
- Energy relative to the best compared isomer or geometry (same formula, charge and spin): 133.13 kcal per mole

Structure (ORCA input):
```
! wB97M-V def2-TZVPD RIJCOSX def2/J DEFGRID3
* xyz 0 1
O 2.18 1.31 -1.32
C 1.62 0.82 -0.38
C 0.79 -0.43 -0.44
O 0.78 -1.07 0.81
C -1.10 -1.01 0.57
C -1.39 0.42 0.67
C -0.69 -0.14 -0.57
H 1.63 1.30 0.63
H 1.14 -1.06 -1.27
H -0.43 -1.83 0.94
H -2.39 0.75 0.39
H -0.95 0.98 1.49
H -1.21 -0.04 -1.51
*
```

No. 3
Entry from the Open Molecules 2025 dataset: a structure of composition C6H20HgN2O6 at a distorted geometry (wB97M-V/def2-TZVPD).

Results
- Highest occupied orbital energy: -7.4386 eV
- DFT total energy: -25983.4562 eV
- Frontier orbital gap: 7.573 eV
- Energy relative to the best compared isomer or geometry (same formula, charge and spin): 10.67 kcal per mole

Structure (ORCA input):
```
! wB97M-V def2-TZVPD RIJCOSX def2/J DEFGRID3
* xyz 0 1
Hg 0.92 -0.08 -0.33
C -3.07 1.49 -2.11
C -1.75 2.07 -1.56
O -0.76 1.12 -1.41
H -3.50 2.08 -2.92
H -3.88 1.42 -1.38
H -2.81 0.56 -2.61
H -1.93 2.71 -0.68
H -1.45 2.78 -2.36
C 1.51 -3.00 -1.35
O 1.58 -1.64 -1.67
H 1.16 -3.22 -0.33
H 0.79 -3.47 -2.03
H 2.48 -3.49 -1.52
C 1.97 1.35 2.29
C 2.22 -0.14 2.41
O 2.81 -0.56 1.18
O 0.81 1.58 1.42
H 2.78 1.81 1.72
H 1.85 1.92 3.21
H 1.31 -0.69 2.64
H 2.88 -0.36 3.25
H 3.59 -1.11 1.31
H 0.53 2.50 1.49
C -1.75 -1.34 0.82
O -0.53 -1.22 1.08
N -2.59 -2.07 1.62
N -2.33 -0.70 -0.21
H -2.13 -2.64 2.31
H -3.47 -2.35 1.24
H -1.72 -0.06 -0.77
H -3.30 -0.48 -0.19
O 2.23 1.67 -1.42
H 2.91 2.13 -0.92
H 2.65 1.42 -2.25
*
```

No. 4
Entry from the Open Molecules 2025 dataset: a cluster of 2 separate species, C4H12N2OS in total at a distorted geometry (wB97M-V/def2-TZVPD).

Results
- Highest occupied orbital energy (alpha / beta): -7.7226 / -5.9936 eV
- DFT total energy: -20200.1174 eV
- Frontier orbital gap (alpha / beta): 8.652 / 6.873 eV
- Energy relative to the best compared isomer or geometry (same formula, charge and spin): 138.32 kcal per mole

Structure (ORCA input):
```
! wB97M-V def2-TZVPD RIJCOSX def2/J DEFGRID3
* xyz 0 1
C -2.35 1.00 1.13
C 0.95 -2.35 0.20
C 3.01 1.20 -0.49
C 0.73 -0.07 0.13
N -2.40 0.38 -1.18
N -2.37 -0.05 0.08
O 1.38 -1.15 -0.40
S 1.31 1.54 0.03
H -1.27 1.03 1.42
H -2.49 1.94 0.73
H -3.06 0.72 1.87
H 0.77 -2.13 1.23
H 1.77 -3.02 0.12
H 0.09 -2.79 -0.36
H 3.68 1.86 -0.01
H 3.26 1.09 -1.53
H 3.12 0.24 0.05
H -0.42 -0.20 0.18
H -3.01 1.18 -1.53
H -2.71 -0.42 -1.65
*
```

No. 5
Entry from the Open Molecules 2025 dataset: an isolated molecule of C2H4N2S3 at a distorted geometry (wB97M-V/def2-TZVPD).

Results
- Highest occupied orbital energy: -9.2397 eV
- DFT total energy: -37622.5078 eV
- Frontier orbital gap: 9.626 eV
- Energy relative to the best compared isomer or geometry (same formula, charge and spin): 44.19 kcal per mole
- SMILES: SC1(S)CSN=N1

Structure (ORCA input):
```
! wB97M-V def2-TZVPD RIJCOSX def2/J DEFGRID3
* xyz 0 1
S 0.73 -0.35 -1.81
C 0.22 -0.01 -0.10
S -0.59 1.60 0.15
C -0.50 -1.15 0.60
S 0.86 -1.79 1.79
N 1.80 -0.51 1.57
N 1.62 0.29 0.68
H -0.49 -0.99 -2.07
H -1.66 1.01 0.77
H -1.27 -0.81 1.24
H -0.89 -1.92 -0.03
*
```